A structure of composition C49H51As2I2KN3O3, computed with ωB97M-V with the def2-TZVPD basis set.

Values from the calculation:
E_LUMO in eV: 1.74
Relative energy (zero: lowest compared OMol25 entry of this formula, charge and spin) in kJ/mol: 79.1
Max |F| in eV/A: 2.26
E_HOMO in eV: -4.351
Spin multiplicity: 1
Charge: -1

CARTESIAN COORDINATES (ANGSTROEM)
K1 0.33 -0.46 -0.26
I1 -5.96 -6.86 2.00
C1 -4.19 -5.75 2.19
C2 -3.01 -6.40 2.52
C3 -1.85 -5.64 2.63
I2 -0.05 -6.58 3.15
C4 -1.78 -4.23 2.38
O1 -0.71 -3.54 2.43
C5 -3.05 -3.62 2.10
C6 -3.04 -2.13 1.89
N1 -2.29 -1.64 0.71
C7 -2.76 -2.14 -0.59
C8 -3.05 -1.04 -1.59
C9 -2.64 -1.16 -2.92
C10 -2.98 -0.18 -3.82
C11 -3.74 0.91 -3.39
C12 -4.10 0.96 -2.05
N2 -3.76 0.01 -1.17
C13 -4.21 -4.37 1.99
H1 -2.99 -7.46 2.70
H2 -2.54 -1.67 2.74
H3 -4.06 -1.75 1.84
H4 -1.35 -1.99 0.86
H5 -3.68 -2.71 -0.47
H6 -2.03 -2.83 -1.02
H7 -2.01 -2.00 -3.21
H8 -2.65 -0.24 -4.85
H9 -4.03 1.70 -4.07
H10 -4.67 1.79 -1.67
H11 -5.15 -3.87 1.76
C14 -0.64 -2.80 4.97
C15 0.41 -1.70 4.79
As1 0.75 -1.23 2.91
C16 1.95 0.34 3.17
C17 2.76 0.50 4.46
C18 2.03 -2.66 2.47
C19 3.47 -2.50 2.95
H12 -0.75 -3.04 6.03
H13 -0.38 -3.71 4.43
H14 -1.61 -2.48 4.59
H15 1.37 -1.99 5.23
H16 0.11 -0.78 5.28
H17 1.30 1.21 3.05
H18 2.61 0.37 2.30
H19 2.12 0.56 5.34
H20 3.35 1.42 4.43
H21 3.46 -0.33 4.61
H22 1.99 -2.78 1.38
H23 1.57 -3.57 2.86
H24 3.93 -1.58 2.57
H25 4.08 -3.34 2.60
H26 3.53 -2.48 4.04
O2 -0.07 1.54 -1.09
As2 -0.56 2.92 -0.32
C20 0.73 3.53 0.98
C21 0.36 4.37 2.02
C22 1.32 4.82 2.91
C23 2.65 4.42 2.77
C24 3.01 3.57 1.73
C25 2.06 3.12 0.83
C26 -0.74 4.37 -1.56
C27 0.14 5.46 -1.55
C28 0.04 6.43 -2.53
C29 -0.92 6.33 -3.53
C30 -1.79 5.24 -3.55
C31 -1.70 4.26 -2.57
C32 -2.21 2.81 0.63
C33 -3.06 3.92 0.69
C34 -4.23 3.85 1.43
C35 -4.55 2.67 2.11
C36 -3.71 1.57 2.03
C37 -2.54 1.63 1.30
H27 -0.68 4.66 2.15
H28 1.04 5.47 3.74
H29 3.40 4.77 3.47
H30 4.04 3.24 1.63
H31 2.31 2.41 0.05
H32 0.88 5.54 -0.77
H33 0.73 7.28 -2.52
H34 -0.98 7.09 -4.30
H35 -2.53 5.15 -4.33
H36 -2.35 3.40 -2.60
H37 -2.81 4.83 0.16
H38 -4.89 4.70 1.48
H39 -5.47 2.61 2.67
H40 -3.98 0.64 2.53
H41 -1.93 0.74 1.20
N3 5.25 -1.89 -8.99
C38 4.57 -1.90 -8.06
C39 3.71 -1.91 -6.89
C40 3.65 -3.03 -6.06
C41 2.84 -3.03 -4.94
C42 2.05 -1.92 -4.61
C43 2.11 -0.81 -5.47
C44 2.92 -0.80 -6.59
C45 1.23 -1.90 -3.43
C46 0.53 -1.89 -2.41
H42 4.26 -3.89 -6.31
H43 2.79 -3.90 -4.30
H44 1.49 0.05 -5.23
H45 2.96 0.07 -7.24
C47 3.92 -1.75 -1.03
C48 3.53 -0.29 -0.98
C49 4.15 0.63 -2.00
O3 2.74 0.12 -0.14
H46 4.83 -1.93 -1.60
H47 3.09 -2.28 -1.52
H48 4.01 -2.16 -0.01
H49 4.02 0.20 -2.99
H50 5.23 0.69 -1.81
H51 3.70 1.62 -1.96

Atom charges from the Löwdin analysis, given in e for atoms 1 to 2: 0.572, 0.759

***

A cluster of 11 separate species, C11H44O11 in total, computed with ωB97M-V with the def2-TZVPD basis set.

Values from the calculation:
E_LUMO in eV: 0.42
Relative energy (zero: lowest compared OMol25 entry of this formula, charge and spin) in kJ/mol: 167.8
Max |F| in eV/A: 1.02
E_HOMO in eV: -9.693
Spin multiplicity: 1
SMILES: CO.CO.CO.CO.CO.CO.CO.CO.CO.CO.CO

CARTESIAN COORDINATES (ANGSTROEM)
C1 -3.07 -0.78 3.08
O1 -3.32 -0.58 4.46
H1 -3.32 0.12 2.50
H2 -2.03 -1.04 2.92
H3 -3.68 -1.60 2.66
H4 -4.24 -0.33 4.58
C2 4.16 -1.43 -0.49
O2 4.26 -0.38 -1.42
H5 5.01 -1.41 0.19
H6 3.23 -1.44 0.08
H7 4.18 -2.40 -1.00
H8 3.77 -0.67 -2.20
C3 -3.56 2.52 -0.65
O3 -4.76 1.78 -0.40
H9 -3.31 2.36 -1.70
H10 -3.72 3.59 -0.49
H11 -2.74 2.16 -0.03
H12 -5.03 1.98 0.50
C4 2.33 2.97 2.22
O4 1.43 2.83 3.33
H13 3.34 3.23 2.54
H14 2.37 2.03 1.66
H15 1.93 3.71 1.53
H16 1.66 2.00 3.77
C5 1.87 -1.23 -3.91
O5 3.20 -1.72 -3.70
H17 1.80 -0.56 -4.76
H18 1.15 -2.04 -4.01
H19 1.58 -0.68 -3.01
H20 3.40 -2.37 -4.38
C6 -0.53 -4.65 -2.17
O6 -0.07 -3.65 -1.30
H21 -1.15 -5.39 -1.64
H22 -1.10 -4.26 -3.02
H23 0.34 -5.20 -2.55
H24 -0.81 -3.05 -1.09
C7 -1.15 0.92 -3.76
O7 -0.75 0.13 -4.88
H25 -2.16 0.69 -3.44
H26 -0.47 0.75 -2.92
H27 -1.09 1.98 -4.01
H28 -1.36 -0.60 -4.98
C8 -3.35 -1.45 -0.51
O8 -2.02 -1.91 -0.35
H29 -3.57 -0.62 0.17
H30 -3.51 -1.13 -1.54
H31 -4.06 -2.25 -0.27
H32 -1.55 -1.36 0.30
C9 0.60 -0.06 0.19
O9 -0.54 -0.07 1.05
H33 1.53 -0.08 0.77
H34 0.59 -0.97 -0.41
H35 0.60 0.84 -0.42
H36 -0.79 0.84 1.27
C10 4.53 0.11 2.66
O10 5.53 1.14 2.63
H37 4.14 0.06 3.67
H38 3.73 0.32 1.95
H39 5.01 -0.83 2.38
H40 5.85 1.21 1.73
C11 -2.06 3.07 2.87
O11 -1.03 2.46 2.10
H41 -2.85 2.34 3.07
H42 -1.68 3.39 3.84
H43 -2.53 3.89 2.31
H44 -0.18 2.79 2.44

Atom charges from the Löwdin analysis, given in e for atoms 1 to 2: -0.165, -0.113

***

A structure of composition C15H31HfN2O3PS, computed with ωB97M-V with the def2-TZVPD basis set.

Values from the calculation:
E_LUMO in eV: -17.39
Max |F| in eV/A: 11.16
E_HOMO in eV: -22.094
Spin multiplicity: 1
Charge: +4

CARTESIAN COORDINATES (ANGSTROEM)
Hf1 1.16 0.02 -0.58
C1 0.50 1.11 1.09
O1 0.18 1.74 2.04
C2 1.62 0.86 -2.67
O2 1.84 1.33 -3.74
C3 0.11 -1.79 -0.12
O3 -0.37 -2.81 0.20
C4 -1.71 2.16 -1.22
P1 -1.49 0.35 -0.86
H1 -3.80 0.18 -0.29
H2 -1.50 2.64 -0.25
C5 -2.17 -0.36 -2.47
H3 -2.89 0.35 -2.91
C6 -3.18 2.35 -1.62
H4 -3.89 1.86 -0.94
H5 -3.36 2.00 -2.64
H6 -3.44 3.42 -1.62
C7 -0.81 2.81 -2.26
H7 -1.10 2.58 -3.29
C8 -3.07 -1.27 1.04
H8 0.26 2.57 -2.15
H9 -0.84 3.90 -2.15
C9 -2.94 1.24 1.38
H10 -2.94 -1.24 2.13
H11 -4.09 -1.64 0.87
H12 -2.40 -2.04 0.65
C10 -2.91 0.10 0.37
H13 -3.63 1.01 2.20
H14 -3.28 2.18 0.94
H15 -1.95 1.45 1.81
C11 -2.90 -1.67 -2.21
H16 -2.25 -2.41 -1.73
H17 -3.28 -2.07 -3.16
H18 -3.79 -1.52 -1.59
C12 -1.03 -0.56 -3.46
H19 -0.53 0.37 -3.74
H20 -1.42 -0.98 -4.40
H21 -0.28 -1.28 -3.09
H22 -1.32 -0.53 3.09
H23 -1.49 -1.12 3.50
C13 5.15 -2.59 3.23
N1 4.07 -1.99 2.48
C14 4.22 -1.08 1.52
S1 3.21 -1.20 -0.01
N2 5.00 -0.04 1.63
C15 5.93 0.36 2.68
H24 6.09 -2.14 2.97
H25 5.16 -3.66 3.01
H26 5.00 -2.44 4.29
H27 3.23 -2.54 2.38
H28 4.87 0.58 0.84
H29 6.96 0.03 2.54
H30 5.92 1.45 2.68
H31 5.55 -0.01 3.63

Atom charges from the Löwdin analysis, given in e for atoms 1 to 2: 1.110, -0.071

***

A cluster of 6 separate species, C20H49F6N3O9P in total, computed with ωB97M-V with the def2-TZVPD basis set.

Values from the calculation:
E_LUMO in eV: 2.52
Max |F| in eV/A: 2.50
E_HOMO in eV: -5.581
Spin multiplicity: 1
Charge: -1

CARTESIAN COORDINATES (ANGSTROEM)
P1 -1.85 0.73 -0.39
F1 -1.50 0.51 -1.99
F2 -0.44 1.49 -0.16
F3 -2.52 2.15 -0.75
F4 -2.26 0.92 1.16
F5 -3.26 -0.01 -0.68
F6 -1.10 -0.66 -0.05
C1 6.46 -2.07 -1.85
C2 5.16 -1.47 -2.33
C3 3.96 -2.27 -1.81
O1 2.78 -1.54 -1.93
C4 1.62 -2.30 -1.72
N1 4.97 -0.07 -1.89
H1 6.53 -1.94 -0.76
H2 7.37 -1.63 -2.25
H3 6.51 -3.16 -1.98
H4 5.10 -1.46 -3.42
H5 4.15 -2.51 -0.74
H6 3.85 -3.25 -2.31
H7 0.78 -1.60 -1.72
H8 1.62 -2.75 -0.72
H9 1.45 -2.98 -2.56
H10 5.23 -0.02 -0.90
H11 5.78 0.43 -2.26
C5 -0.01 0.49 -5.30
C6 1.24 0.18 -4.47
C7 2.46 0.67 -5.23
O2 3.64 0.44 -4.49
C8 4.78 0.64 -5.29
N2 1.13 0.91 -3.18
H12 0.09 0.06 -6.31
H13 -0.14 1.56 -5.46
H14 -0.90 0.08 -4.84
H15 1.31 -0.89 -4.26
H16 2.35 1.71 -5.57
H17 2.46 0.07 -6.16
H18 4.58 1.24 -6.18
H19 5.23 -0.30 -5.64
H20 5.52 1.17 -4.67
H21 0.98 1.90 -3.41
H22 0.20 0.69 -2.81
C9 2.58 2.24 1.82
C10 2.94 0.85 1.35
C11 2.30 -0.18 2.28
O3 2.52 -1.48 1.74
C12 1.87 -2.47 2.50
N3 2.36 0.64 -0.04
H23 3.11 3.01 1.26
H24 2.81 2.32 2.89
H25 1.51 2.43 1.70
H26 4.02 0.65 1.28
H27 1.23 0.03 2.39
H28 2.79 -0.17 3.27
H29 2.24 -2.49 3.53
H30 2.12 -3.43 2.03
H31 0.79 -2.30 2.50
H32 1.37 0.82 0.14
H33 2.33 -0.38 -0.01
C13 -3.92 -6.86 4.30
C14 -4.36 -6.11 3.07
O4 -3.90 -4.76 3.17
C15 -4.56 -3.83 2.47
O5 -5.37 -4.07 1.61
O6 -4.18 -2.65 2.91
C16 -4.82 -1.52 2.30
H34 -4.43 -6.55 5.21
H35 -2.84 -6.84 4.45
H36 -4.13 -7.92 4.14
H37 -5.44 -6.13 2.92
H38 -3.85 -6.56 2.21
H39 -5.91 -1.55 2.34
H40 -4.56 -1.52 1.24
H41 -4.37 -0.63 2.73
C17 -4.07 8.24 2.96
C18 -4.32 6.88 3.53
O7 -4.65 5.97 2.47
C19 -4.78 4.70 2.81
O8 -4.67 4.26 3.93
O9 -5.00 3.98 1.72
C20 -4.96 2.55 1.87
H42 -3.17 8.21 2.32
H43 -3.81 8.94 3.76
H44 -4.81 8.60 2.24
H45 -5.09 6.84 4.30
H46 -3.44 6.46 4.02
H47 -5.71 2.19 2.57
H48 -3.92 2.36 2.15
H49 -5.18 2.07 0.92

Atom charges from the Löwdin analysis, given in e for atoms 1 to 2: 0.160, -0.199

***

no.,orbital gap (eV)
1,6.09
2,10.12
3,4.70
4,8.10